(1)
This record from the Open Molecules 2025 dataset describes C3H10NOP in the gas phase. The level of theory is ωB97M-V with the def2-TZVPD basis set.

```
16
Properties=species:S:1:pos:R:3:forces:R:3:lowdin_charge:R:1
C -2.200430 0.230265 -0.112534 2.176 -1.895 -0.132 -0.120
C -0.822601 0.547760 0.553103 -1.279 0.244 -0.109 -0.328
C 0.211815 -0.342183 -0.078421 3.048 0.418 1.417 -0.397
N 2.818326 -1.110943 -0.459715 1.273 0.570 -1.134 -0.261
O 2.195346 1.503527 -0.325599 1.627 -0.124 2.674 -0.406
P 2.047221 0.038057 0.634853 -1.392 0.497 -3.705 0.846
H -2.775849 1.003621 -0.471719 -0.742 2.221 -1.032 0.033
H -1.947719 -0.472633 -0.920151 -0.616 0.296 -0.077 0.069
H -2.873904 -0.266611 0.518413 -0.723 -1.050 1.218 0.043
H -0.556701 1.589563 0.150068 -0.263 -1.001 1.847 0.116
H -0.947753 0.251009 1.695249 0.736 1.611 -2.150 0.139
H 0.208161 -1.355317 0.332048 -0.609 -0.302 -0.763 0.051
H 0.308104 -0.239165 -1.187587 -0.153 -0.387 0.947 0.089
H 3.346051 -0.857069 -1.371776 -1.643 -0.050 2.200 0.079
H 3.390036 -1.807660 0.002258 -0.009 0.194 0.187 -0.008
H 2.824305 2.104677 0.205816 -1.430 -1.241 -1.389 0.055
```
Forces are in eV/Å.

Kohn-Sham gap, eV: 9.4615
Net charge: 0
SMILES: CCCP(N)O
Highest occupied orbital energy, eV: -8.484
Relative energy (zero: lowest compared OMol25 entry of this formula, charge and spin), kJ/mol: 150.7
Calculated total energy, Eh: -591.62530
Multiplicity: 1
F_max, eV/Å: 3.989
Lowest unoccupied orbital energy, eV: 1.0

***

(2)
This record from the Open Molecules 2025 dataset describes 3 unconnected molecules or ions with the total composition C3H10NOP. The level of theory is ωB97M-V with the def2-TZVPD basis set.

```
16
Properties=species:S:1:pos:R:3:forces:R:3:lowdin_charge:R:1
C -4.705673 -2.149683 3.222583 -0.076 -0.141 -2.100 -0.069
C 3.633483 0.023277 -0.320086 0.832 0.599 -0.176 -0.290
C -4.147362 -1.908052 2.008752 -1.934 1.297 2.842 -0.071
N 2.291010 2.676450 -3.410252 -1.376 -0.528 3.929 -0.045
O 1.084863 0.425851 -0.718290 -2.768 -0.233 -2.583 -0.500
P 1.999227 0.569857 0.405455 2.570 0.403 2.336 0.724
H -5.704926 -1.696588 3.262067 0.468 -0.188 0.969 0.043
H 2.366173 3.624001 -2.878403 -0.585 -2.327 -1.600 0.046
H -4.343557 -2.851212 3.986275 -0.236 0.365 -0.478 0.048
H 4.535323 0.506544 0.036740 -0.202 0.406 0.586 0.028
H 3.763731 -1.017916 -0.154791 -0.144 -0.991 -0.029 0.011
H 3.580758 0.273525 -1.372295 -0.294 -0.117 -0.222 0.025
H -3.228719 -2.220476 1.673253 2.009 -1.004 -0.606 0.008
H -4.580546 -1.059276 1.498177 -0.229 -0.327 -0.628 0.041
H 1.517210 2.044252 -2.912485 2.287 2.028 -1.043 0.048
H 1.939009 2.759447 -4.326700 -0.323 0.759 -1.197 -0.047
```
Forces are in eV/Å.

Kohn-Sham gap (spin up / spin down), eV: 8.2686 / 7.3661
Net charge: 0
Highest occupied orbital energy (spin up / spin down), eV: -7.235 / -9.927
Relative energy (zero: lowest compared OMol25 entry of this formula, charge and spin), kJ/mol: 112.8
Calculated total energy, Eh: -591.49520
Multiplicity: 3
F_max, eV/Å: 4.196
Lowest unoccupied orbital energy (spin up / spin down), eV: 1.0 / -2.6

***

(3)
This record from the Open Molecules 2025 dataset describes 2 unconnected molecules or ions with the total composition C3H10NOS. The level of theory is ωB97M-V with the def2-TZVPD basis set.

```
16
Properties=species:S:1:pos:R:3:forces:R:3:lowdin_charge:R:1
C 0.005128 -0.429719 0.806065 0.123 0.302 -2.035 -0.314
C 1.538812 -0.323604 0.968725 -0.189 0.608 0.723 -0.786
S 2.495292 0.270739 -0.447199 -0.251 0.352 -0.274 0.148
C -0.592838 -1.033411 -0.465321 -1.483 -0.790 -0.284 -0.308
N -2.182364 -1.058678 -0.324309 1.618 1.127 -2.400 -0.066
H -0.421223 0.605575 0.775112 0.280 -0.677 0.781 0.095
H -0.399545 -1.090393 1.537783 -0.486 0.075 1.326 0.082
H 2.036246 -1.231750 1.304449 -0.515 -0.525 -0.017 0.014
H 1.625610 0.344995 1.860445 0.219 -0.153 -0.557 0.039
H -0.229522 -2.018516 -0.756180 -0.140 -0.529 0.801 0.092
H -0.391180 -0.537658 -1.383389 0.505 1.275 -0.463 0.050
H -2.310303 -0.054578 -0.036297 -0.361 -1.174 -0.448 0.038
H -2.491797 -1.072271 -1.388478 0.522 0.131 2.856 0.078
H 0.347613 1.791860 -1.159626 0.529 1.829 0.807 -0.007
H 0.819444 3.079160 -0.354295 0.989 -0.377 0.465 -0.013
O 0.150628 2.758249 -0.937486 -1.362 -1.474 -1.282 -0.144
```
Forces are in eV/Å.

Kohn-Sham gap, eV: 6.7376
Net charge: -1
Highest occupied orbital energy, eV: -2.674
Relative energy (zero: lowest compared OMol25 entry of this formula, charge and spin), kJ/mol: 112.0
Calculated total energy, Eh: -648.48889
Multiplicity: 1
F_max, eV/Å: 3.106
Lowest unoccupied orbital energy, eV: 4.1

***

(4)
This record from the Open Molecules 2025 dataset describes 2 unconnected molecules or ions with the total composition C3H10NOSSi. The level of theory is ωB97M-V with the def2-TZVPD basis set.

```
17
Properties=species:S:1:pos:R:3:forces:R:3:lowdin_charge:R:1
C 2.034594 -1.173373 -0.537964 -1.175 3.283 2.356 -0.030
C 1.267401 -0.944287 0.834173 -1.299 -0.808 -2.544 -0.091
C 1.443382 0.264801 -0.902080 0.083 -2.398 -1.461 -0.497
N 0.800593 0.394409 0.426590 1.653 1.310 -0.551 -0.248
O -1.854381 0.449502 0.983955 1.862 0.154 -2.496 -0.292
Si -2.721299 0.807507 -0.370287 1.029 0.277 -1.294 0.580
S 2.098240 1.549047 0.007644 0.596 0.862 1.512 1.088
H 3.094294 -1.102676 -0.488270 0.777 -0.310 0.112 0.101
H 1.671816 -2.043977 -0.959156 -0.654 -1.373 -1.586 0.091
H 0.310166 -1.451664 0.901766 0.064 -0.758 -0.314 0.135
H 1.745143 -1.114043 1.719881 1.477 0.443 2.419 0.100
H 1.036934 0.554975 -1.855362 -0.780 -0.222 -0.027 0.120
H -0.123740 0.767595 0.637545 -0.645 -0.098 0.126 0.080
H -2.158964 0.317440 1.822606 -1.494 -0.558 3.338 0.022
H -2.541964 -0.347904 -1.343440 0.097 0.730 0.398 -0.047
H -4.109651 0.972710 -0.136662 -1.019 0.243 0.305 -0.079
H -1.992568 2.099946 -0.740934 -0.573 -0.778 -0.292 -0.035
```
Forces are in eV/Å.

Kohn-Sham gap, eV: 10.1725
Net charge: +1
Highest occupied orbital energy, eV: -14.487
Relative energy (zero: lowest compared OMol25 entry of this formula, charge and spin), kJ/mol: 0.0
Calculated total energy, Eh: -937.64774
Multiplicity: 1
F_max, eV/Å: 4.208
Lowest unoccupied orbital energy, eV: -4.3

***

(5)
This record from the Open Molecules 2025 dataset describes 2 unconnected molecules or ions with the total composition C3H10NP. The level of theory is ωB97M-V with the def2-TZVPD basis set.

```
15
Properties=species:S:1:pos:R:3:forces:R:3:lowdin_charge:R:1
C 0.681101 -0.226050 1.346178 -0.458 1.205 -2.272 -0.108
C 0.108866 -1.733226 -0.598098 -3.020 -0.707 -0.455 -0.108
C -0.221198 -0.421666 0.043673 -0.660 0.979 2.824 -0.610
N -0.082880 0.761819 -0.831482 4.711 1.565 -0.362 -0.391
P -0.938949 2.161973 -0.224461 -0.620 0.455 0.158 0.695
H 1.760125 -0.269000 1.110125 -0.475 0.093 -0.136 0.080
H 0.434102 0.709002 1.845470 0.117 0.172 -0.147 0.039
H 0.456599 -0.979629 2.006846 -0.374 -1.935 1.702 0.027
H -0.767263 -2.038298 -1.301720 1.618 0.438 1.011 0.107
H 0.143394 -2.492286 0.219001 0.472 0.369 -0.909 0.089
H 0.966524 -1.567700 -1.180888 1.476 -0.549 -0.653 0.049
H -1.343211 -0.546385 0.406802 1.994 0.886 -0.642 0.151
H 1.280708 1.231075 -0.736198 -4.865 -1.987 -0.275 0.232
H -0.482935 3.333062 -0.952821 0.463 -0.935 0.114 -0.121
H -1.994981 2.077310 -1.152427 -0.381 -0.050 0.042 -0.132
```
Forces are in eV/Å.

Kohn-Sham gap, eV: 9.0450
Net charge: 0
Highest occupied orbital energy, eV: -8.408
Relative energy (zero: lowest compared OMol25 entry of this formula, charge and spin), kJ/mol: 306.2
Calculated total energy, Eh: -516.29326
Multiplicity: 1
F_max, eV/Å: 5.262
Lowest unoccupied orbital energy, eV: 0.6

***

(6)
This record from the Open Molecules 2025 dataset describes C3H10NS in the gas phase. The level of theory is ωB97M-V with the def2-TZVPD basis set.

```
15
Properties=species:S:1:pos:R:3:forces:R:3:lowdin_charge:R:1
C -0.326032 -1.333590 0.347991 0.255 -0.061 -0.266 -0.501
N -0.383845 -1.292183 1.782306 -0.058 0.465 0.302 -0.055
H 0.105859 -2.232109 -0.103178 0.025 -0.027 0.068 0.054
H -1.319914 -1.170740 -0.080167 -0.055 -0.201 0.210 0.073
H 0.514213 -1.306252 2.243117 0.063 -0.192 -0.189 0.068
H -0.989135 -1.981408 2.200961 -0.137 -0.119 -0.061 0.065
C -0.235964 0.901242 -1.923489 -0.053 0.491 0.393 -0.334
S 0.660666 0.027844 -0.532674 -0.117 -0.013 0.436 0.792
C 0.005727 1.361320 0.717802 -0.073 -0.557 -0.890 -0.300
H -0.769174 1.799953 -1.610575 0.208 0.142 -0.051 0.026
H -0.975756 0.200848 -2.268255 -0.118 -0.351 -0.379 0.022
H 0.526797 1.109977 -2.661730 -0.046 -0.003 -0.301 0.022
H 0.358632 2.284564 0.271651 0.124 0.170 0.315 0.024
H -1.078495 1.317986 0.723330 -0.210 0.059 0.124 0.034
H 0.406650 1.122543 1.685254 0.193 0.198 0.288 0.011
```
Forces are in eV/Å.

Kohn-Sham gap (spin up / spin down), eV: 5.5467 / 10.1894
Net charge: 0
Highest occupied orbital energy (spin up / spin down), eV: -4.576 / -9.362
Relative energy (zero: lowest compared OMol25 entry of this formula, charge and spin), kJ/mol: 207.3
Calculated total energy, Eh: -573.10433
Multiplicity: 2
F_max, eV/Å: 1.052
Lowest unoccupied orbital energy (spin up / spin down), eV: 1.0 / 0.8

***

(7)
This record from the Open Molecules 2025 dataset describes 2 unconnected molecules or ions with the total composition C3H10NS. The level of theory is ωB97M-V with the def2-TZVPD basis set.

```
15
Properties=species:S:1:pos:R:3:forces:R:3:lowdin_charge:R:1
C -1.770354 1.037729 -0.173857 0.232 0.066 0.210 0.142
N -2.184360 0.887634 1.020642 -0.222 -0.124 -0.200 0.209
H -1.629878 0.160229 -0.791813 -0.047 0.052 -0.125 0.113
H -1.561554 2.035097 -0.538224 0.120 -0.026 -0.060 0.128
H -2.309639 1.683517 1.639725 -0.033 -0.075 0.054 0.165
H -2.451718 -0.034871 1.359204 0.149 0.170 0.163 0.165
C 0.901410 -1.102356 -1.061953 0.189 -0.179 -0.040 -0.177
C 1.342363 -0.788243 0.369359 -0.035 0.502 0.063 -0.598
S 1.635194 0.991079 0.710728 -0.241 -0.296 -0.010 0.675
H 1.714259 -1.564512 -1.618847 0.011 -0.005 -0.049 0.077
H 0.629468 -0.205849 -1.620223 -0.080 0.024 0.078 0.049
H 0.071843 -1.813228 -1.078855 0.012 0.010 -0.013 0.069
H 0.578485 -1.054581 1.097372 -0.012 -0.141 0.062 0.044
H 2.251168 -1.312333 0.651049 -0.088 -0.135 0.006 0.068
H 2.783312 1.080694 0.035687 0.046 0.157 -0.137 -0.129
```
Forces are in eV/Å.

Kohn-Sham gap, eV: 7.0594
Net charge: +1
Highest occupied orbital energy, eV: -12.682
Relative energy (zero: lowest compared OMol25 entry of this formula, charge and spin), kJ/mol: 133.8
Calculated total energy, Eh: -572.94821
Multiplicity: 1
F_max, eV/Å: 0.508
Lowest unoccupied orbital energy, eV: -5.6

***

(8)
This record from the Open Molecules 2025 dataset describes 2 unconnected molecules or ions with the total composition C3H10NS. The level of theory is ωB97M-V with the def2-TZVPD basis set.

```
15
Properties=species:S:1:pos:R:3:forces:R:3:lowdin_charge:R:1
C -1.372115 -0.949536 0.528893 -2.566 -3.613 1.113 -0.075
C -0.280814 0.888979 -0.436472 3.970 4.911 2.791 -0.131
C 1.514953 0.704627 0.554441 -3.654 -1.352 -3.314 -0.360
N -0.751844 -0.451641 -0.659835 0.176 2.393 -0.926 -0.141
S 2.108446 -0.782704 -0.239994 0.401 0.235 1.252 0.843
H -2.294828 -0.536225 0.885861 -0.547 1.537 -0.756 0.097
H -1.839234 -1.983964 0.258912 1.779 1.173 0.960 0.151
H -0.783573 -0.839280 1.441161 0.651 -0.794 -0.554 0.106
H -0.067519 1.632645 -1.285950 -0.552 -1.950 0.811 0.130
H -0.575059 1.551343 0.473662 -0.843 -1.841 -1.845 0.134
H 1.997379 1.638392 0.534868 0.916 0.838 -0.631 0.049
H 1.048047 0.565535 1.471950 -0.161 -0.744 1.791 0.009
H 0.253796 -0.982945 -0.780774 -1.221 0.103 -0.539 0.065
H -1.449999 -0.347860 -1.449118 1.286 -1.038 0.696 0.212
H 2.492361 -0.107360 -1.297612 0.366 0.140 -0.850 -0.090
```
Forces are in eV/Å.

Kohn-Sham gap, eV: 10.6740
Net charge: +1
Highest occupied orbital energy, eV: -13.797
Relative energy (zero: lowest compared OMol25 entry of this formula, charge and spin), kJ/mol: 336.3
Calculated total energy, Eh: -572.87107
Multiplicity: 1
F_max, eV/Å: 6.905
Lowest unoccupied orbital energy, eV: -3.1

***

(9)
This record from the Open Molecules 2025 dataset describes 2 unconnected molecules or ions with the total composition C3H10NS. The level of theory is ωB97M-V with the def2-TZVPD basis set.

```
15
Properties=species:S:1:pos:R:3:forces:R:3:lowdin_charge:R:1
C 1.684366 -0.479629 -0.304995 0.351 -0.417 -0.678 -0.071
C -1.874395 0.504480 -1.258898 -0.832 2.794 2.354 -0.441
C 0.991668 0.398667 0.628943 -0.562 -0.650 3.067 -0.164
N 1.090546 0.251016 1.934482 -0.546 1.031 -1.035 0.210
S -1.262059 -0.877302 -0.280154 -1.225 -0.577 -0.168 0.734
H 1.073320 -1.321659 -0.623699 -0.382 -0.289 0.681 0.046
H 2.613589 -0.906351 0.066819 0.096 0.332 0.093 0.113
H 1.775710 -0.076975 -1.298504 0.584 0.912 -0.205 0.106
H -1.224479 1.423209 -0.870962 -1.230 -1.731 -1.723 0.057
H -2.939622 0.830879 -0.878115 2.028 -0.901 -0.971 0.086
H 0.260670 1.158861 0.451807 0.201 0.638 -1.104 0.092
H -2.462186 -1.454387 -0.180079 0.031 -0.282 0.272 -0.106
H 1.548975 -0.548049 2.290922 0.885 -0.778 0.596 0.131
H -1.865487 0.259905 -2.313179 0.149 0.517 -0.078 0.028
H 0.589378 0.837341 2.635616 0.450 -0.600 -1.103 0.179
```
Forces are in eV/Å.

Kohn-Sham gap, eV: 8.2415
Net charge: +1
Highest occupied orbital energy, eV: -13.247
Relative energy (zero: lowest compared OMol25 entry of this formula, charge and spin), kJ/mol: 157.7
Calculated total energy, Eh: -572.93911
Multiplicity: 1
F_max, eV/Å: 3.747
Lowest unoccupied orbital energy, eV: -5.0

***

(10)
This record from the Open Molecules 2025 dataset describes 2 unconnected molecules or ions with the total composition C3H10NS. The level of theory is ωB97M-V with the def2-TZVPD basis set.

```
15
Properties=species:S:1:pos:R:3:forces:R:3:lowdin_charge:R:1
C -0.050921 1.948423 -0.074418 0.700 -1.554 -3.976 -0.088
C 0.957551 -1.615546 0.233243 1.131 2.042 0.295 0.017
C -0.134936 0.587582 0.476217 -3.038 -0.161 -1.744 -0.152
N 0.411951 -0.447888 -0.444799 0.331 1.383 0.012 -0.086
S -2.433337 -0.353985 -0.462498 1.098 0.121 2.851 0.501
H 0.955848 2.366396 -0.101316 0.494 -0.223 0.463 0.106
H -0.251965 1.802466 -1.233124 -0.169 0.961 2.167 0.138
H -0.648968 2.663010 0.396111 -1.258 0.894 0.551 0.078
H 1.829366 -1.318604 0.746812 0.842 0.428 0.980 0.111
H 0.279695 -2.066205 0.854791 -1.929 -0.720 1.533 0.090
H 1.278575 -2.289690 -0.439540 0.872 -2.370 -2.640 0.078
H -0.052115 0.538585 1.544395 0.078 -1.138 0.321 0.126
H -0.337924 -0.737064 -1.093920 -0.294 -0.017 0.396 0.053
H 1.059834 0.081487 -1.049774 0.496 -0.699 0.312 0.184
H -2.862647 -1.158960 0.647822 0.647 1.053 -1.521 -0.155
```
Forces are in eV/Å.

Kohn-Sham gap (spin up / spin down), eV: 7.6241 / 7.6249
Net charge: +1
Highest occupied orbital energy (spin up / spin down), eV: -13.690 / -13.691
Relative energy (zero: lowest compared OMol25 entry of this formula, charge and spin), kJ/mol: 361.9
Calculated total energy, Eh: -572.86133
Multiplicity: 1
F_max, eV/Å: 4.326
Lowest unoccupied orbital energy (spin up / spin down), eV: -6.1 / -6.1